A cluster of 10 separate species, C17H20Cl36OSi in total, computed with ωB97M-V/def2-TZVPD.

Computed properties:
**Total charge**: 0
**Structure (SMILES)**: COCCCCCCC[SiH3].ClC(Cl)(Cl)Cl.ClC(Cl)(Cl)Cl.ClC(Cl)(Cl)Cl.ClC(Cl)(Cl)Cl.ClC(Cl)(Cl)Cl.ClC(Cl)(Cl)Cl.ClC(Cl)(Cl)Cl.ClC(Cl)(Cl)Cl.ClC(Cl)(Cl)Cl
**HOMO level**: -9.62 eV
**Molecular weight**: 1544.74 Da

```
75
Properties=species:S:1:pos:R:3:forces:R:3
C 3.032154 -3.685761 2.859046 0.1 0.1 0.0
O 1.735089 -3.907062 2.350225 0.0 -0.1 0.1
C 1.427857 -3.134900 1.211798 0.1 0.1 -0.2
C 0.877401 -1.726736 1.527336 -0.1 -0.1 0.0
C 0.154557 -1.591582 2.884123 0.0 -0.1 0.0
C -1.275916 -1.051034 2.770187 0.0 0.0 0.0
C -2.308986 -2.161732 2.558310 0.0 0.0 -0.2
C -3.506154 -1.702304 1.728918 0.0 0.1 0.0
C -4.437268 -2.852676 1.332839 0.2 -0.2 0.0
Si -5.660298 -3.419003 2.637645 -0.1 -0.1 0.0
H 3.729273 -4.438869 2.472727 0.0 0.1 0.0
H 3.407271 -2.691979 2.589493 0.0 0.0 0.1
H 2.999444 -3.758229 3.947712 0.0 0.0 0.0
H 0.692204 -3.709733 0.642612 -0.1 0.0 0.1
H 2.320231 -3.048091 0.577041 -0.1 0.0 0.0
H 0.171406 -1.480050 0.724932 0.2 0.0 0.0
H 1.684311 -0.991677 1.454756 0.0 0.0 0.0
H 0.117361 -2.578279 3.354642 0.0 0.1 0.1
H 0.741276 -0.959516 3.556332 0.0 0.0 -0.1
H -1.519152 -0.469617 3.664513 -0.1 0.0 -0.1
H -1.350363 -0.379240 1.908090 0.1 0.1 0.2
H -1.822146 -2.994385 2.028877 -0.1 0.0 0.0
H -2.652200 -2.553161 3.522784 0.1 -0.1 -0.1
H -3.123511 -1.226984 0.818816 0.0 0.0 0.1
H -4.051524 -0.927766 2.283159 0.0 0.0 -0.1
H -3.817806 -3.721255 1.081623 -0.1 0.1 0.0
H -4.991413 -2.601776 0.423686 0.0 0.0 0.1
H -7.021093 -2.916453 2.331763 0.0 0.0 0.1
H -5.737133 -4.898712 2.682291 0.0 0.0 0.0
H -5.268945 -2.954191 3.989273 0.0 0.0 0.0
C -3.577714 -4.528379 -2.182485 -0.1 0.0 0.0
Cl -3.170558 -5.583819 -3.535527 0.0 0.0 0.0
Cl -4.952908 -5.200757 -1.300396 0.1 0.0 0.0
Cl -2.180666 -4.393431 -1.105736 0.1 0.0 0.0
Cl -3.998964 -2.922291 -2.788879 0.0 0.0 0.0
C -0.979506 0.794947 -1.428773 0.0 -0.1 0.0
Cl -1.329336 1.739219 -2.876736 0.0 0.0 0.1
Cl 0.743632 0.891867 -1.060922 0.1 0.1 0.0
Cl -1.894886 1.424978 -0.060191 -0.1 0.1 -0.1
Cl -1.418705 -0.898769 -1.695148 0.0 0.1 0.0
C -1.168300 5.335350 -5.097127 -0.1 -0.1 0.0
Cl -1.508637 6.399841 -6.462521 0.0 0.0 0.0
Cl 0.531689 5.474284 -4.652229 0.0 0.0 0.0
Cl -2.206076 5.776681 -3.739857 0.1 0.0 0.0
Cl -1.511624 3.660559 -5.554471 0.0 0.0 -0.1
C 4.167086 -0.763365 -1.883774 -0.1 0.1 0.0
Cl 5.681741 -1.641298 -2.080157 0.1 0.0 0.0
Cl 3.952623 0.367941 -3.221192 0.0 0.0 0.0
Cl 2.819946 -1.899703 -1.856476 0.0 -0.1 -0.1
Cl 4.199634 0.134900 -0.357280 0.0 0.0 0.0
C 1.049148 5.989520 -0.359664 0.0 0.0 0.0
Cl 0.332079 6.229792 1.234538 0.1 -0.1 0.1
Cl 0.185703 6.983476 -1.537187 0.0 0.1 0.1
Cl 2.750833 6.459114 -0.325958 0.0 0.0 0.0
Cl 0.913766 4.289590 -0.816500 0.0 0.0 0.0
C 7.411706 -2.419653 2.948793 0.0 0.0 0.0
Cl 6.731322 -1.700170 4.413237 0.0 0.0 0.0
Cl 6.475512 -1.899731 1.544760 0.0 0.0 0.0
Cl 9.086684 -1.900776 2.761713 0.0 0.0 0.1
Cl 7.348252 -4.179762 3.072874 0.0 0.0 0.0
C -5.765126 5.532695 -5.914317 0.0 0.0 0.0
Cl -5.051591 5.340614 -7.517966 0.0 0.0 0.0
Cl -5.228078 4.212422 -4.873448 0.0 0.0 0.0
Cl -5.262100 7.079642 -5.226217 0.0 0.0 0.0
Cl -7.526450 5.497201 -6.045728 0.0 0.0 0.0
C -3.484142 9.278087 1.644374 0.0 0.0 0.0
Cl -4.318216 10.481322 0.656823 0.0 0.0 0.0
Cl -4.641080 8.057417 2.184567 0.0 0.0 0.0
Cl -2.216404 8.504748 0.692394 0.0 0.0 0.0
Cl -2.763742 10.068753 3.050072 0.0 0.0 0.0
C 9.446984 -4.309064 -0.913317 0.0 0.0 0.0
Cl 10.087901 -4.803589 -2.482603 0.0 0.0 0.0
Cl 10.183639 -5.282055 0.361506 0.0 0.0 0.0
Cl 9.812186 -2.604269 -0.637236 0.0 0.0 -0.1
Cl 7.696845 -4.541345 -0.891159 0.0 0.0 0.0
```
Positions in Å, forces in eV/Å.

From a Mulliken analysis of the wavefunction, the atomic charges in e read:
1 C -0.608
2 O -0.450
3 C -0.575
4 C 0.812
5 C -1.223
6 C -0.226
7 C -0.344
8 C 0.112
9 C -0.614
10 Si 0.378
11 H 0.296
12 H 0.235
13 H 0.302
14 H 0.084
15 H 0.427
16 H -0.579
17 H 0.324
18 H 0.500
19 H 0.423
20 H 0.491
21 H -0.234
22 H 0.190
23 H 0.244
24 H -0.192
25 H 0.340
26 H 0.052
27 H 0.443
28 H -0.142
29 H -0.151
30 H -0.146
31 C 0.222
32 Cl -0.095
33 Cl -0.077
34 Cl -0.018
35 Cl -0.075
36 C 0.001
37 Cl 0.055
38 Cl 0.064
39 Cl -0.128
40 Cl -0.050
41 C 0.324
42 Cl -0.085
43 Cl -0.082
44 Cl -0.076
45 Cl -0.086
46 C 0.207
47 Cl -0.048
48 Cl -0.073
49 Cl -0.048
50 Cl -0.101
51 C 0.264
52 Cl -0.100
53 Cl -0.082
54 Cl -0.105
55 Cl 0.041
56 C 0.213
57 Cl -0.106
58 Cl 0.051
59 Cl -0.082
60 Cl -0.076
61 C 0.309
62 Cl -0.084
63 Cl -0.048
64 Cl -0.076
65 Cl -0.106
66 C 0.280
67 Cl -0.103
68 Cl -0.099
69 Cl 0.020
70 Cl -0.103
71 C 0.307
72 Cl -0.095
73 Cl -0.086
74 Cl -0.078
75 Cl -0.058